A molecular structure, C33H52AsF6N8O6 at a distorted geometry, computed with ωB97M-V/def2-TZVPD.

Properties
Expectation value of S²: 0.760
Electronic energy, eV: -136338.26904
Molecular weight, g/mol: 845.74
HOMO-LUMO gap (spin up / spin down), eV: 6.32 / 2.67
Charge: +6
E_HOMO (spin up / spin down), eV: -21.71 / -21.71
Spin multiplicity: 2

Geometry (Å):
C: 20.295 18.193 -2.350
H: 25.523 12.964 9.026
H: 28.163 16.451 7.788
H: 17.713 20.452 -0.531
C: 19.487 20.343 3.348
C: 20.388 18.370 -0.931
N: 20.219 14.208 7.489
C: 25.782 22.016 -1.439
C: 19.839 13.964 8.935
H: 23.770 17.341 2.963
O: 22.567 13.674 0.872
H: 18.039 18.866 -4.727
C: 23.331 12.238 3.878
C: 25.206 23.293 -3.419
O: 20.646 13.379 9.622
H: 24.059 13.046 3.801
C: 25.291 16.402 0.122
N: 23.166 15.324 5.220
C: 27.453 16.498 6.962
C: 18.428 19.813 -1.027
H: 24.672 23.128 -4.355
H: 21.228 14.157 7.472
H: 18.558 13.078 6.551
F: 27.350 11.189 5.373
H: 20.316 20.381 5.709
N: 19.867 19.259 4.035
C: 20.061 19.348 5.472
C: 24.138 18.637 1.224
H: 19.981 13.533 5.567
N: 19.279 18.814 -2.995
C: 25.193 17.583 -0.575
C: 19.235 20.294 1.945
H: 19.920 17.217 3.994
H: 24.414 14.854 2.819
O: 22.789 14.616 6.189
C: 18.350 19.650 -2.385
O: 24.330 15.779 5.209
C: 18.591 14.667 9.502
H: 26.541 22.784 -1.443
As: 28.068 12.769 5.010
H: 19.822 18.672 -4.933
H: 19.820 17.067 1.433
C: 25.248 15.190 2.203
H: 18.768 15.740 9.430
N: 26.016 16.181 7.546
H: 19.097 21.250 1.462
H: 23.208 21.551 -3.457
C: 25.103 13.792 8.457
H: 26.253 23.559 -3.564
C: 25.995 15.069 8.631
O: 22.347 15.510 4.315
H: 24.107 13.740 8.897
H: 25.793 15.550 -0.312
H: 24.043 11.475 4.191
C: 24.216 17.438 1.984
H: 20.834 18.673 5.840
H: 26.475 20.748 0.216
F: 27.709 12.416 3.278
H: 25.433 15.889 6.775
H: 17.732 20.199 -3.081
H: 22.588 12.482 4.637
H: 18.569 14.417 10.563
H: 20.455 14.501 2.440
C: 23.949 21.249 -2.731
H: 23.175 19.389 -1.987
F: 29.043 14.267 4.687
H: 24.604 23.970 -2.813
C: 24.638 18.739 -0.039
H: 19.945 13.239 1.578
H: 25.116 13.404 7.438
H: 25.558 14.440 1.476
N: 24.880 16.344 1.420
H: 19.988 12.098 6.730
H: 20.013 15.105 7.074
H: 25.663 17.602 -1.548
C: 19.846 17.990 1.993
O: 26.762 15.170 9.612
N: 24.898 22.123 -2.467
C: 19.928 18.126 3.412
C: 18.935 18.347 -4.388
F: 28.309 13.118 6.814
H: 20.715 17.302 -2.793
C: 20.688 13.440 2.350
C: 19.474 19.170 -0.297
H: 19.070 19.160 5.886
H: 23.378 11.476 1.930
H: 27.640 17.493 6.558
C: 19.647 13.111 6.515
N: 22.686 11.868 2.553
H: 20.449 13.003 3.320
C: 22.083 13.086 1.815
H: 26.156 15.308 2.796
H: 18.858 17.261 -4.430
H: 25.606 17.031 7.905
H: 17.772 14.340 8.861
H: 21.106 17.773 -0.387
H: 23.524 19.451 1.579
H: 27.467 15.871 6.071
H: 19.483 21.312 3.825
C: 25.733 20.946 -0.544
F: 26.491 13.760 5.024
C: 23.937 20.146 -1.875
F: 29.646 11.996 4.875
H: 22.113 11.038 2.501
C: 24.737 20.012 -0.741
C: 19.518 19.107 1.222